Entry 1:
DFT (ωB97M-V/def2-TZVPD) results for C28H40O2PdSeTe as an isolated structure.

Structure (ORCA input):
```
! wB97M-V def2-TZVPD RIJCOSX def2/J DEFGRID3
* xyz 0 5
H -4.956 1.473 -1.916
C -2.572 0.841 1.971
H 1.007 -2.045 -5.405
H 0.056 1.331 -4.645
H -4.232 3.648 0.376
C 3.050 -2.243 1.326
C -1.298 0.059 4.049
H 2.867 -1.414 2.013
C -0.300 2.143 1.035
C -0.269 -1.070 3.875
C -1.522 2.197 0.230
C 1.331 -0.370 -4.098
H 2.591 1.263 -4.793
H 2.098 -2.449 -4.094
C -0.824 1.012 5.155
C 2.634 0.438 -0.013
C 1.855 1.375 -0.623
H 0.132 1.476 4.912
H -0.269 -0.182 -5.512
H -4.977 2.647 1.634
C -3.955 1.628 -1.506
O 0.742 2.101 -2.597
H 0.726 -0.675 3.658
H 2.203 0.066 -6.037
C 5.161 -1.153 0.531
H -5.801 0.298 -0.201
H -2.496 -1.054 5.445
H -5.065 0.096 1.377
H -5.764 2.822 0.056
C -2.627 -0.559 4.481
C 3.836 -1.789 0.087
C 0.001 0.253 -4.545
H 0.364 -2.294 -3.779
C 1.204 -1.880 -4.344
H 4.999 -0.277 1.161
H -0.700 0.463 6.091
H 3.404 -0.311 -4.789
C -0.271 1.481 2.226
H -0.204 -1.665 4.789
H -3.306 0.859 -1.935
H 3.244 -3.559 -1.050
Te -0.973 -1.555 -0.619
Pd -0.796 0.794 -1.391
H -3.440 0.331 2.359
C -4.799 2.733 0.560
C 1.720 -0.077 -2.648
H -2.977 -1.310 3.768
O -1.574 2.910 -0.821
H 2.826 -1.879 -2.457
C 1.366 1.178 -1.991
H -3.407 0.197 4.597
H 5.749 -0.842 -0.335
C 4.151 -3.022 -0.761
H -1.553 1.808 5.320
C -4.037 1.508 0.022
H 2.082 -2.663 1.040
H 4.771 -3.708 -0.181
C 2.456 0.197 -4.982
H -4.318 -0.650 -0.045
C 2.999 -0.758 -0.666
H 3.610 -3.011 1.866
H 5.749 -1.874 1.103
H -0.555 -1.733 3.054
C -2.682 1.473 0.735
C -1.409 0.817 2.729
Se 1.315 2.944 0.356
H 0.660 1.459 2.779
C -4.844 0.237 0.320
H 4.703 -2.761 -1.667
C 2.540 -0.966 -1.961
H 2.961 0.624 1.003
H -3.585 2.594 -1.831
H -0.808 0.021 -3.847
*
```

Computed properties:
largest force on an atom	0.6	eV/A
E_tot	-109897.5273	eV
⟨S²⟩	6.080

Now the Löwdin charges, all in e: atom 1 (H): 0.0871, atom 2 (C): -0.0026, atom 3 (H): 0.0880, atom 4 (H): 0.0795, atom 5 (H): 0.0924, atom 6 (C): -0.0423, atom 7 (C): -0.5540, atom 8 (H): 0.0739, atom 9 (C): -0.4256, atom 10 (C): -0.0406, atom 11 (C): -0.5059, atom 12 (C): -0.5348, atom 13 (H): 0.0923, atom 14 (H): 0.0716, atom 15 (C): -0.0417, atom 16 (C): -0.0779, atom 17 (C): -0.4259, atom 18 (H): 0.0775, atom 19 (H): 0.0875, atom 20 (H): 0.0872, atom 21 (C): -0.0635, atom 22 (O): -0.0474, atom 23 (H): 0.0744, atom 24 (H): 0.0881, atom 25 (C): -0.0409, atom 26 (H): 0.0873, atom 27 (H): 0.0871, atom 28 (H): 0.0734, atom 29 (H): 0.0881, atom 30 (C): -0.0621, atom 31 (C): -0.5536, atom 32 (C): -0.0624, atom 33 (H): 0.0750, atom 34 (C): -0.0549, atom 35 (H): 0.0788, atom 36 (H): 0.0869, atom 37 (H): 0.0877, atom 38 (C): -0.0775, atom 39 (H): 0.0884, atom 40 (H): 0.0524, atom 41 (H): 0.0894, atom 42 (Te): 0.5849, atom 43 (Pd): 0.3714, atom 44 (H): 0.0887, atom 45 (C): -0.0293, atom 46 (C): -0.1201, atom 47 (H): 0.0888, atom 48 (O): -0.0564, atom 49 (H): 0.0872, atom 50 (C): -0.5052, atom 51 (H): 0.0904, atom 52 (H): 0.0927, atom 53 (C): -0.0617, atom 54 (H): 0.0930, atom 55 (C): -0.5353, atom 56 (H): 0.0735, atom 57 (H): 0.0873, atom 58 (C): -0.0288, atom 59 (H): 0.0747, atom 60 (C): -0.1556, atom 61 (H): 0.0887, atom 62 (H): 0.0870, atom 63 (H): 0.0756, atom 64 (C): -0.1164, atom 65 (C): -0.1548, atom 66 (Se): 1.1403, atom 67 (H): 0.1004, atom 68 (C): -0.0555, atom 69 (H): 0.0897, atom 70 (C): -0.0070, atom 71 (H): 0.1010, atom 72 (H): 0.0787, atom 73 (H): 0.0516


Entry 2:
DFT (ωB97M-V/def2-TZVPD) results for an isolated ion of composition C4H8NO2S and charge +1 at a distorted geometry.

Structure (ORCA input):
```
! wB97M-V def2-TZVPD RIJCOSX def2/J DEFGRID3
* xyz 1 1
H 2.771 -0.073 -1.609
H 4.019 0.117 0.677
C 0.925 0.248 -0.262
C 2.401 0.118 -0.526
C -0.248 -0.082 0.222
H -0.929 -1.869 1.162
O 3.088 -0.236 0.643
N -0.860 -1.365 0.195
H -1.768 -1.234 -0.226
H -1.570 2.092 0.118
H -0.302 -1.920 -0.518
S -3.159 0.268 -0.125
H -1.765 1.178 1.540
O 1.681 1.342 -0.392
H -2.649 0.342 -1.390
C -1.635 1.077 0.489
*
```

Computed properties:
largest force on an atom	5.6	eV/A
structure (SMILES)	[NH3+]/C(CS)=C1/O[C@H]1O
energy relative to the best compared isomer or geometry (same formula, charge and spin)	1.868	eV

Now the Löwdin charges, all in e: atom 1 (H): 0.1979, atom 2 (H): 0.1493, atom 3 (C): -0.1632, atom 4 (C): -0.2228, atom 5 (C): -0.1490, atom 6 (H): 0.2337, atom 7 (O): 0.0421, atom 8 (N): 0.1230, atom 9 (H): -0.0009, atom 10 (H): 0.0675, atom 11 (H): 0.2062, atom 12 (S): 0.7831, atom 13 (H): 0.0402, atom 14 (O): 0.1303, atom 15 (H): -0.0733, atom 16 (C): -0.3640


Entry 3:
DFT (ωB97M-V/def2-TZVPD) results for a 2-piece molecular cluster, C9H16O3Si overall at a distorted geometry.

Structure (ORCA input):
```
! wB97M-V def2-TZVPD RIJCOSX def2/J DEFGRID3
* xyz 0 1
H 0.168 0.892 -0.190
H 2.304 -3.114 3.338
H 1.443 -4.495 2.527
H -2.030 3.812 0.372
O 1.979 -3.187 1.207
Si 2.347 -1.641 0.719
C -2.792 2.210 -0.838
H -2.180 0.069 -0.508
H -4.503 1.532 -2.097
H -4.501 1.259 -0.355
C -2.039 3.500 -0.632
O 3.711 -1.105 1.526
H 1.183 -3.349 -1.339
C -4.324 1.962 -1.114
H 0.195 3.824 -0.460
H 4.726 -0.049 2.819
C -0.610 3.035 -0.536
C -0.585 1.700 -0.372
C 1.484 -3.410 2.527
H 2.703 -3.373 -2.079
H -4.781 2.944 -1.014
H 4.740 0.579 1.019
H 0.502 -2.851 2.467
H 1.634 -2.176 -2.544
C -1.934 1.179 -0.597
C 1.922 -2.798 -1.804
O 2.559 -1.826 -0.893
C 4.449 -0.080 1.838
H -2.206 4.278 -1.342
*
```

Computed properties:
largest force on an atom	4.2	eV/A
energy relative to the best compared isomer or geometry (same formula, charge and spin)	2.908	eV

Now the Löwdin charges, all in e: atom 1 (H): 0.0847, atom 2 (H): 0.1194, atom 3 (H): 0.0701, atom 4 (H): 0.1136, atom 5 (O): -0.2993, atom 6 (Si): 0.4910, atom 7 (C): -0.2453, atom 8 (H): 0.1277, atom 9 (H): 0.0688, atom 10 (H): 0.0456, atom 11 (C): -0.1570, atom 12 (O): -0.2079, atom 13 (H): 0.0610, atom 14 (C): -0.0330, atom 15 (H): 0.1183, atom 16 (H): 0.0308, atom 17 (C): -0.1184, atom 18 (C): -0.1145, atom 19 (C): -0.1514, atom 20 (H): 0.0567, atom 21 (H): 0.0677, atom 22 (H): 0.0764, atom 23 (H): 0.0904, atom 24 (H): 0.0548, atom 25 (C): -0.0859, atom 26 (C): -0.0401, atom 27 (O): -0.2562, atom 28 (C): -0.0797, atom 29 (H): 0.1115


Entry 4:
DFT (ωB97M-V/def2-TZVPD) results for C26H36AlAsBrGeSi as an isolated structure.

Structure (ORCA input):
```
! wB97M-V def2-TZVPD RIJCOSX def2/J DEFGRID3
* xyz -1 1
H -0.392 1.826 -2.976
C 2.341 2.467 1.176
H -2.211 4.597 -4.129
C -0.618 -1.600 -1.131
C 0.171 -3.291 3.002
C -3.822 3.443 -1.525
H 4.250 3.647 3.699
H 5.503 -1.546 -1.851
H -1.535 -5.402 -2.610
As 0.587 0.211 0.669
H -3.183 -3.097 0.776
C -1.062 -1.538 4.083
Ge -1.836 -3.099 -1.427
H 0.489 -4.327 2.962
H -1.933 5.780 -2.868
C -0.658 -0.656 3.096
C 1.693 1.424 1.826
Si -1.946 3.447 -1.894
H -1.204 4.945 0.014
H -4.354 2.845 -2.257
C 4.585 -1.229 -1.374
H 3.766 4.065 1.321
C -0.639 -2.856 4.040
C 3.589 -0.618 -2.123
C -2.724 -3.887 0.188
C -1.373 1.737 -2.487
H -3.944 -1.820 -2.220
C 1.971 1.209 3.168
Al -1.305 0.176 -1.187
H -2.055 1.396 -3.280
H 1.195 -2.741 1.199
C -0.860 -4.583 -2.373
C -1.637 4.801 -3.230
C 3.224 -1.014 0.588
Br -2.958 0.437 0.412
H -0.046 -4.963 -1.764
H -0.433 -4.206 -3.300
H -4.118 -3.516 -2.660
C 2.872 2.014 3.844
C 2.412 -0.223 -1.515
H 0.119 3.928 -0.537
H -1.701 -1.200 4.888
H -4.025 3.005 -0.552
C 0.574 -2.405 2.021
C 2.207 -0.430 -0.155
H 3.073 1.841 4.894
H -4.254 4.441 -1.548
C 3.524 3.036 3.178
H 3.096 -1.134 1.657
H -1.142 3.246 0.477
H -3.097 -2.449 -3.622
H -0.592 4.863 -3.518
C -3.416 -2.687 -2.611
H -2.018 -4.409 0.828
H 2.127 2.637 0.122
H 3.740 -0.453 -3.182
H 1.485 0.396 3.693
H -0.939 -3.546 4.819
C -0.951 3.948 -0.336
H 1.622 0.249 -2.093
C 0.177 -1.075 2.063
H -0.995 0.379 3.120
C 3.254 3.264 1.838
H 0.254 -1.805 -1.771
C 4.399 -1.422 -0.015
H -3.502 -4.585 -0.111
H 5.180 -1.887 0.572
*
```

Computed properties:
largest force on an atom	0.8	eV/A
energy relative to the best compared isomer or geometry (same formula, charge and spin)	0.231	eV

Now the Löwdin charges, all in e: atom 1 (H): -0.0065, atom 2 (C): -0.1285, atom 3 (H): 0.0129, atom 4 (C): -0.4581, atom 5 (C): -0.0936, atom 6 (C): -0.2033, atom 7 (H): 0.0925, atom 8 (H): 0.0932, atom 9 (H): -0.0049, atom 10 (As): 1.2891, atom 11 (H): -0.0046, atom 12 (C): -0.0930, atom 13 (Ge): 0.6947, atom 14 (H): 0.0994, atom 15 (H): 0.0098, atom 16 (C): -0.1563, atom 17 (C): -0.3349, atom 18 (Si): 0.4610, atom 19 (H): 0.0176, atom 20 (H): 0.0211, atom 21 (C): -0.1042, atom 22 (H): 0.0964, atom 23 (C): -0.1024, atom 24 (C): -0.0888, atom 25 (C): -0.2323, atom 26 (C): -0.3427, atom 27 (H): -0.0094, atom 28 (C): -0.1094, atom 29 (Al): -0.3095, atom 30 (H): 0.0023, atom 31 (H): 0.0994, atom 32 (C): -0.2447, atom 33 (C): -0.2011, atom 34 (C): -0.1083, atom 35 (Br): 0.3084, atom 36 (H): -0.0047, atom 37 (H): -0.0017, atom 38 (H): -0.0056, atom 39 (C): -0.0988, atom 40 (C): -0.1203, atom 41 (H): 0.0088, atom 42 (H): 0.0982, atom 43 (H): -0.0250, atom 44 (C): -0.1058, atom 45 (C): -0.3766, atom 46 (H): 0.0959, atom 47 (H): 0.0133, atom 48 (C): -0.1124, atom 49 (H): 0.1021, atom 50 (H): 0.0057, atom 51 (H): -0.0014, atom 52 (H): 0.0117, atom 53 (C): -0.2475, atom 54 (H): -0.0100, atom 55 (H): 0.0936, atom 56 (H): 0.0989, atom 57 (H): 0.0862, atom 58 (H): 0.0933, atom 59 (C): -0.1886, atom 60 (H): 0.0863, atom 61 (C): -0.3791, atom 62 (H): 0.0984, atom 63 (C): -0.0974, atom 64 (H): -0.0805, atom 65 (C): -0.0915, atom 66 (H): -0.0041, atom 67 (H): 0.0969